No. 1
Here is C15H10IIrN5OS2 as an isolated structure from OMol25. Energies are from ωB97M-V with the def2-TZVPD basis set.

Cartesian coordinates (Å):
Ir 0.1521 0.1163 -0.6710
S 0.4213 0.2006 1.5858
C 1.0017 1.8355 1.3654
S 0.4221 2.3247 -0.2146
C 1.7848 2.5489 2.2014
C 2.2170 1.9777 3.4382
N 2.5676 1.5184 4.4314
C 2.2275 3.8537 1.8219
N 2.6073 4.8908 1.5047
I 4.8092 -3.0530 0.9308
C 4.1033 -1.3598 -0.0293
C 4.9619 -0.3823 -0.5152
C 4.4233 0.7135 -1.1652
C 3.0529 0.8275 -1.2865
N 2.2173 -0.0943 -0.7795
C 2.7427 -1.1763 -0.1762
H 6.0321 -0.4809 -0.3940
H 5.0567 1.4873 -1.5743
H 2.6032 1.6644 -1.7967
H 2.0453 -1.9067 0.2104
N -3.8599 -3.6413 -1.2900
C -4.6016 -2.5528 -0.9828
O -5.8104 -2.5624 -0.9542
C -3.8718 -1.2643 -0.6634
C -4.6427 -0.2020 -0.2025
C -4.0319 1.0021 0.0882
C -2.6671 1.1261 -0.0830
N -1.9157 0.1112 -0.5340
C -2.5162 -1.0602 -0.8136
H -4.3552 -4.4925 -1.5003
H -2.8595 -3.6701 -1.2622
H -5.7075 -0.3549 -0.0860
H -4.5993 1.8469 0.4506
H -2.1494 2.0463 0.1390
H -1.8610 -1.8381 -1.1930

The value obtained for the relative energy (zero: lowest compared OMol25 entry of this formula, charge and spin) is 0.00 kJ/mol. The gap between HOMO and LUMO comes out at 6.728 eV. The calculation puts the HOMO energy at -11.898 eV. The charge is +1.

---

No. 2
Here is C15H11AuCl2N2S as an isolated structure from OMol25. Energies are from ωB97M-V with the def2-TZVPD basis set.

Cartesian coordinates (Å):
Au -0.7393 0.8265 -1.2487
S 4.0228 1.3165 -2.1872
C 2.3566 1.6484 -2.4940
N 1.5373 0.6661 -2.3322
C 2.2201 -0.4829 -1.9283
C 1.6362 -1.7201 -1.6511
C 2.4495 -2.7587 -1.2527
C 3.8364 -2.5850 -1.1294
C 4.4270 -1.3678 -1.3994
C 3.6006 -0.3164 -1.7957
H 2.0461 2.6421 -2.7925
H 0.5631 -1.8401 -1.7443
H 2.0102 -3.7215 -1.0226
H 4.4538 -3.4192 -0.8201
H 5.4966 -1.2313 -1.3050
N -1.2088 0.6356 6.1573
C -1.1572 0.6643 5.0085
C -1.0907 0.7031 3.5646
C 0.1049 1.0307 2.9305
C 0.1636 1.0708 1.5456
C -0.9613 0.7892 0.7645
C -2.1500 0.4604 1.4188
C -2.2193 0.4160 2.8027
H 0.9825 1.2497 3.5238
H 1.1064 1.3225 1.0743
H -3.0397 0.2323 0.8455
H -3.1467 0.1583 3.2978
Cl -5.6802 -0.5515 -0.4789
C -5.5749 0.8190 -1.5894
Cl -3.9989 0.9129 -2.3891
H -5.7147 1.7279 -1.0218
H -6.3321 0.7021 -2.3513

The value obtained for the relative energy (zero: lowest compared OMol25 entry of this formula, charge and spin) is 0.00 kJ/mol. The gap between HOMO and LUMO comes out at 8.538 eV. The calculation puts the HOMO energy at -8.526 eV.

---

No. 3
Here is C15H11F3N2O5PdS2 as an isolated structure at a distorted geometry from OMol25. Energies are from ωB97M-V with the def2-TZVPD basis set.

Cartesian coordinates (Å):
Pd -0.0640 -0.0475 -0.5797
O -2.7461 2.8192 1.3112
C -1.8102 2.2337 0.8344
O -1.7176 1.3638 -0.0376
C -0.3577 2.7497 1.4298
C 0.6431 2.9467 0.2836
C 1.7823 3.8317 0.8256
C 2.5198 2.8381 1.7433
C 1.6775 1.5615 1.5387
O 1.2824 1.6754 0.1692
C 0.3635 1.7593 2.3086
C -0.3871 0.3058 2.5336
O -0.8289 0.1652 3.6426
O -0.3339 -0.4552 1.5581
H -0.6284 3.6750 1.9351
H 0.2158 3.2553 -0.6708
H 2.4154 4.1637 0.0043
H 1.4055 4.7049 1.3529
H 3.5440 2.6720 1.4128
H 2.5384 3.1532 2.7846
H 2.1936 0.6145 1.7076
H 0.4968 2.1065 3.3312
F 1.9023 -4.7540 -1.4091
C 0.6508 -5.1345 -1.6336
F 0.6144 -5.6206 -2.8897
F 0.4114 -6.1812 -0.8220
C -0.4059 -4.0802 -1.4554
C -1.7134 -4.4830 -1.6994
C -2.7516 -3.5738 -1.5652
C -2.4326 -2.2731 -1.2015
N -1.1876 -1.8921 -0.9910
C -0.1550 -2.7461 -1.0928
S 1.3777 -2.0331 -0.7542
H -1.9113 -5.5040 -1.9953
H -3.7765 -3.8629 -1.7415
H -3.1958 -1.5145 -1.0758
S 0.2706 3.1891 -3.5848
C 0.1120 1.7336 -2.9617
N -0.0138 0.6380 -2.5460

The value obtained for the relative energy (zero: lowest compared OMol25 entry of this formula, charge and spin) is 205.09 kJ/mol. The gap between HOMO and LUMO (spin up / spin down) comes out at 4.388 / 4.337 eV. The calculation puts the HOMO energy (spin up / spin down) at -8.604 / -8.599 eV.

---

No. 4
Here is C15H11F6GaN5O4S9Se as an isolated structure from OMol25. Energies are from ωB97M-V with the def2-TZVPD basis set.

Cartesian coordinates (Å):
Ga 1.3141 0.9445 0.1129
S 0.4703 2.9953 -0.4850
C 1.6921 2.8460 -1.7120
S 2.6848 1.4193 -1.6402
C 1.8601 3.7863 -2.6971
C 2.8566 3.6348 -3.7180
N 3.6559 3.5165 -4.5393
C 1.0448 4.9650 -2.7510
N 0.3935 5.9143 -2.7971
C -3.4662 0.8471 -3.5268
N -3.0830 -0.5348 -3.2940
C -3.9453 -1.6122 -3.1470
C -3.1847 -2.6834 -2.8647
N -1.8675 -2.2550 -2.8475
C -0.7197 -3.0750 -2.4980
C -1.7942 -0.9262 -3.1179
Se -0.3015 0.1375 -3.2336
H -4.5339 0.8770 -3.7346
H -2.9062 1.2464 -4.3693
H -3.2329 1.4547 -2.6532
H -5.0115 -1.5191 -3.2566
H -3.4615 -3.7037 -2.6650
H -0.9015 -4.0968 -2.8262
H -0.5518 -3.0488 -1.4217
H 0.1548 -2.6670 -2.9972
C -3.9804 -0.6408 0.7422
S -3.2067 -2.2752 0.8605
C -1.9263 -1.9528 2.0159
C -0.8081 -1.2249 1.7993
S -0.4840 -0.5245 0.2237
S 0.2525 -1.1197 3.1803
C -0.6180 -2.1262 4.2708
S -0.0889 -2.4866 5.7885
S -2.0983 -2.6744 3.5946
H -4.7739 -0.7297 -0.0006
H -3.2479 0.0937 0.4097
H -4.4088 -0.3543 1.7005
F 3.7260 3.7723 3.7457
C 2.7743 2.9313 4.1148
F 3.1329 2.3139 5.2315
F 1.6481 3.5960 4.3156
S 2.4915 1.7101 2.7439
O 3.0780 2.2754 1.5433
O 1.0553 1.5233 2.6278
N 3.2666 0.4350 3.2534
S 3.7038 -0.4776 2.0222
O 4.9851 -0.1918 1.4612
O 2.5696 -0.6568 1.0829
C 3.8988 -2.1260 2.8496
F 4.8368 -2.7839 2.1805
F 4.2853 -1.9556 4.1067
F 2.7712 -2.8129 2.8153

The value obtained for the relative energy (zero: lowest compared OMol25 entry of this formula, charge and spin) is 0.00 kJ/mol. The gap between HOMO and LUMO comes out at 7.306 eV. The calculation puts the HOMO energy at -5.353 eV. The charge is -1.

---

No. 5
Here is C15H11N2O3S5Tc as an isolated structure at a distorted geometry from OMol25. Energies are from ωB97M-V with the def2-TZVPD basis set.

Cartesian coordinates (Å):
Tc 0.5387 -0.2294 0.2829
C 8.3507 1.5777 -2.1430
C 6.9883 1.0919 -1.7781
C 6.4289 1.3626 -0.5299
C 5.1596 0.9107 -0.2098
C 4.4559 0.1788 -1.1493
C 4.9837 -0.1098 -2.3969
C 6.2511 0.3479 -2.7022
S 2.8396 -0.3919 -0.7422
O 2.5161 -1.6631 -1.2997
O 2.6222 -0.3032 0.7236
N 1.6936 0.6522 -1.2972
C 1.5835 1.8820 -0.7149
C 2.1901 3.0731 -1.1105
C 1.8846 4.2183 -0.4001
C 0.9926 4.1526 0.6691
C 0.4243 2.9380 1.0045
N 0.7337 1.8313 0.3327
H 8.8166 2.1242 -1.3279
H 8.2930 2.2315 -3.0118
H 8.9917 0.7396 -2.4119
H 6.9951 1.9172 0.2037
H 4.7242 1.0924 0.7621
H 4.4044 -0.6988 -3.0888
H 6.6830 0.1124 -3.6618
H 2.8505 3.0759 -1.9619
H 2.3378 5.1618 -0.6703
H 0.7368 5.0408 1.2217
H -0.2782 2.8376 1.8183
O -4.6017 -4.7966 -0.2840
C -3.7642 -3.9757 -0.1445
S -2.2944 -4.2080 0.8689
C -1.6015 -2.6515 0.5597
C -2.2862 -1.7916 -0.2750
S -1.6494 -0.2379 -0.6704
S -3.8090 -2.3483 -0.9022
S -0.1207 -2.1665 1.3154

As for the spin multiplicity: 2. The gap between HOMO and LUMO (spin up / spin down) comes out at 5.495 / 5.264 eV. The calculation puts the HOMO energy (spin up / spin down) at -11.542 / -11.414 eV. The charge is +1.

---

No. 6
Here is C15H11NO3SSr as an isolated structure at a distorted geometry from OMol25. Energies are from ωB97M-V with the def2-TZVPD basis set.

Cartesian coordinates (Å):
O -2.8250 -5.1515 -0.9428
C -2.8457 -4.0394 -1.3257
Sr -2.2740 -1.5909 -1.5578
C -4.7233 -1.0171 -1.5315
C -2.3934 -1.8630 -4.0868
O -5.6954 -0.4882 -1.2748
O -2.1305 -1.7803 -5.2297
N -0.6114 -0.6722 -0.8862
S -0.7436 -0.0803 0.6192
C 0.6997 -0.8586 1.2903
C 1.2393 -2.0313 0.7441
C 2.4135 -2.5612 1.2782
C 3.0289 -1.9446 2.3690
C 2.4787 -0.7915 2.9269
C 1.3104 -0.2439 2.3987
C -0.2628 1.5799 0.1878
C 1.0768 1.8827 -0.0518
C 1.4288 3.1690 -0.4511
C 0.4354 4.1317 -0.6577
C -0.9053 3.8122 -0.4758
C -1.2781 2.5317 -0.0682
H 0.1713 -0.4817 -1.3608
H 0.7559 -2.5113 -0.1128
H 2.8375 -3.4669 0.8457
H 3.9490 -2.3742 2.7937
H 2.9539 -0.3074 3.7837
H 0.8674 0.6613 2.8221
H 1.8531 1.1168 0.0986
H 2.4793 3.4141 -0.5955
H 0.7208 5.1459 -0.9736
H -1.6860 4.5586 -0.6443
H -2.3254 2.2516 0.0688

The gap between HOMO and LUMO comes out at 7.466 eV. The calculation puts the HOMO energy at -15.263 eV. The charge is +2.